Record 1
2 unconnected molecules or ions with the total composition C7H7N in a non-equilibrium geometry, computed with wB97M-V/def2-TZVPD.

Geometry (Å):
C -0.22354 1.23948 0.60908
C -1.38179 1.10152 -0.22353
C -1.94048 -0.05879 -0.48576
C -1.37705 -1.22506 0.05076
C -0.22445 -1.00563 0.69359
C 2.11207 -0.21329 -0.72046
C 3.18564 -0.04085 -0.17113
H 0.42899 2.17339 0.79325
H -1.77243 2.01969 -0.60171
H -2.94437 0.11501 -1.10853
H -1.99674 -2.21570 0.02002
H 0.26730 -1.89058 1.11615
H 1.40300 -0.52315 -1.43540
H 4.07537 0.36262 0.34534
N 0.38846 0.16135 1.11834

Cartesian forces (eV/Å) of the 3 atoms listed first:
C 1.663 -0.281 0.185
C 2.861 3.782 1.420
C -3.975 -1.048 -1.814

The net charge is 0. The calculation puts the relative energy (zero: lowest compared OMol25 entry of this formula, charge and spin) at 3.205 eV. The lowest unoccupied orbital energy comes out at 0.0337 Ha. As for the calculated total energy: -8858.4194 eV. The frontier orbital gap comes out at 10.24 eV. The HOMO energy comes out at -9.3 eV.

Löwdin atomic charges, in units of e: atom 1 (C): -0.14, atom 2 (C): -0.12, atom 3 (C): -0.13, atom 4 (C): -0.09, atom 5 (C): -0.22, atom 6 (C): -0.05, atom 7 (C): 0.01, atom 8 (H): 0.14, atom 9 (H): 0.09, atom 10 (H): 0.16, atom 11 (H): 0.15, atom 12 (H): 0.11, atom 13 (H): 0.03, atom 14 (H): 0.04, atom 15 (N): 0.03

Record 2
2 unconnected molecules or ions with the total composition C3H4OS2 in a non-equilibrium geometry, computed with wB97M-V/def2-TZVPD.

Geometry (Å):
C 0.82692 -1.70039 0.35659
C 1.26966 -0.62758 -0.01882
C 1.88418 0.52557 -0.56031
O 1.86427 0.84782 -1.71478
S 2.55335 1.39370 0.88190
S -1.84650 0.91596 -0.53975
H 0.39170 -2.59225 0.86239
H -2.94676 0.76622 0.18566
H 3.36470 2.26214 0.13309
H -1.73944 -0.42674 -0.89034

Cartesian forces (eV/Å) of the 3 atoms listed first:
C 0.002 0.655 0.539
C -1.348 -3.506 0.408
C 0.083 1.098 0.528

The net charge is 0. The calculation puts the relative energy (zero: lowest compared OMol25 entry of this formula, charge and spin) at 2.842 eV. The lowest unoccupied orbital energy comes out at -0.0061 Ha. As for the calculated total energy: -26891.0466 eV. The frontier orbital gap comes out at 9.48 eV. The HOMO energy comes out at -9.6 eV.

Löwdin atomic charges, in units of e: atom 1 (C): 0.15, atom 2 (C): -0.21, atom 3 (C): -0.84, atom 4 (O): 0.05, atom 5 (S): 0.80, atom 6 (S): 0.47, atom 7 (H): 0.07, atom 8 (H): -0.24, atom 9 (H): -0.08, atom 10 (H): -0.18

Record 3
A single C19H26N4O3 molecule, computed with wB97M-V/def2-TZVPD.

Geometry (Å):
C -2.25521 -1.63324 -0.32239
O -0.87956 -1.30115 -0.36924
C -0.46775 -0.10890 0.28258
C 1.03859 0.06497 0.02237
O 1.61194 1.04756 0.46644
N 1.61813 -0.88663 -0.72677
C 3.06402 -1.06174 -0.85297
C 3.88559 -0.87390 0.44062
C 5.06296 0.05603 0.16726
C 4.30513 -2.23777 1.01704
C 3.07646 -3.07773 1.36289
C 5.18806 -2.09746 2.25459
C -0.74345 -0.10860 1.79628
C -2.09111 0.59007 1.99290
N -2.34476 1.26996 0.71885
C -3.61943 1.60192 0.40706
O -4.55232 1.39341 1.16670
C -3.87597 2.25221 -0.92249
C -3.05916 3.23535 -1.46924
N -3.31813 3.85918 -2.61607
C -4.41592 3.51319 -3.27124
C -5.31147 2.55342 -2.79892
C -6.49192 2.23669 -3.55498
N -7.43020 1.98141 -4.16611
C -5.04283 1.92260 -1.59292
C -1.22010 1.13371 -0.20657
H -2.35644 -2.59113 -0.82630
H -2.61574 -1.73571 0.70344
H -2.87012 -0.89705 -0.84764
H 1.01690 -1.65655 -0.97273
H 3.21878 -2.06038 -1.26234
H 3.42576 -0.35613 -1.60549
H 3.25023 -0.39286 1.18572
H 5.75950 -0.39013 -0.54918
H 4.70085 0.99733 -0.24731
H 5.61697 0.28696 1.07556
H 4.87986 -2.76594 0.24420
H 2.47980 -2.57509 2.12973
H 2.42938 -3.25124 0.50134
H 3.36908 -4.05313 1.75488
H 4.69113 -1.48149 3.00971
H 5.38413 -3.07431 2.69978
H 6.14932 -1.63927 2.02629
H -0.73426 -1.12622 2.18576
H 0.05354 0.45511 2.27801
H -2.91314 -0.09656 2.19484
H -2.07043 1.31167 2.81015
H -2.15949 3.54949 -0.95232
H -4.60977 4.02008 -4.20930
H -5.72483 1.19718 -1.16986
H -0.54856 1.99129 -0.14663
H -1.55407 1.00951 -1.23596

Cartesian forces (eV/Å) of the 3 atoms listed first:
C -0.002 0.026 0.000
O 0.009 -0.015 -0.009
C -0.021 0.004 0.008

The net charge is 0. The calculation puts the relative energy (zero: lowest compared OMol25 entry of this formula, charge and spin) at 2.251 eV. The lowest unoccupied orbital energy comes out at -0.0029 Ha. As for the calculated total energy: -32228.3113 eV. The frontier orbital gap comes out at 9.56 eV. The HOMO energy comes out at -9.6 eV.

Löwdin atomic charges, in units of e: atom 1 (C): -0.05, atom 2 (O): -0.13, atom 3 (C): -0.36, atom 4 (C): -0.42, atom 5 (O): 0.07, atom 6 (N): 0.11, atom 7 (C): -0.13, atom 8 (C): -0.35, atom 9 (C): -0.06, atom 10 (C): -0.41, atom 11 (C): -0.07, atom 12 (C): -0.08, atom 13 (C): -0.05, atom 14 (C): -0.11, atom 15 (N): -0.02, atom 16 (C): -0.43, atom 17 (O): 0.08, atom 18 (C): -0.10, atom 19 (C): -0.08, atom 20 (N): 0.09, atom 21 (C): -0.08, atom 22 (C): -0.19, atom 23 (C): -0.18, atom 24 (N): 0.16, atom 25 (C): 0.06, atom 26 (C): -0.05, atom 27 (H): 0.10, atom 28 (H): 0.09, atom 29 (H): 0.09, atom 30 (H): 0.13, atom 31 (H): 0.12, atom 32 (H): 0.12, atom 33 (H): 0.13, atom 34 (H): 0.09, atom 35 (H): 0.08, atom 36 (H): 0.07, atom 37 (H): 0.14, atom 38 (H): 0.09, atom 39 (H): 0.07, atom 40 (H): 0.08, atom 41 (H): 0.09, atom 42 (H): 0.08, atom 43 (H): 0.07, atom 44 (H): 0.13, atom 45 (H): 0.12, atom 46 (H): 0.11, atom 47 (H): 0.13, atom 48 (H): 0.12, atom 49 (H): 0.12, atom 50 (H): 0.14, atom 51 (H): 0.13, atom 52 (H): 0.14

Record 4
A single C3H6O5 molecule in a non-equilibrium geometry, computed with wB97M-V/def2-TZVPD.

Geometry (Å):
C -0.69327 0.09674 -0.04426
C -1.74478 -0.58207 0.78284
C 1.50766 0.52041 -0.22501
O 0.37918 0.55684 0.70753
O -1.17878 0.97819 -0.91656
O 0.22085 -0.93263 -0.92651
O 2.56561 0.03842 0.45517
O 1.57406 1.30631 -1.13780
H -0.43918 1.37480 -1.41973
H 0.45497 -1.70277 -0.39074
H 3.35147 0.51566 0.15244
H -2.24921 0.18080 1.37332
H -1.27988 -1.29205 1.46143
H -2.46869 -1.05866 0.12788

Cartesian forces (eV/Å) of the 3 atoms listed first:
C 2.030 -1.649 -0.993
C 0.185 0.203 -0.206
C -0.323 2.830 2.055

The net charge is 0. The calculation puts the relative energy (zero: lowest compared OMol25 entry of this formula, charge and spin) at 1.308 eV. The lowest unoccupied orbital energy comes out at 0.0206 Ha. As for the calculated total energy: -13445.2154 eV. The frontier orbital gap comes out at 11.53 eV. The HOMO energy comes out at -11.0 eV.

Löwdin atomic charges, in units of e: atom 1 (C): -0.57, atom 2 (C): 0.04, atom 3 (C): -0.56, atom 4 (O): 0.06, atom 5 (O): 0.11, atom 6 (O): -0.01, atom 7 (O): 0.15, atom 8 (O): 0.12, atom 9 (H): 0.12, atom 10 (H): 0.10, atom 11 (H): 0.14, atom 12 (H): 0.10, atom 13 (H): 0.10, atom 14 (H): 0.10

Record 5
A molecular structure, C25H13AsF6IrN5O10S4 in a non-equilibrium geometry, computed with wB97M-V/def2-TZVPD.

Geometry (Å):
Ir -0.09661 -0.60688 -1.02172
O -1.96846 3.44118 0.60861
As -2.57786 1.90017 -0.06769
O -3.81067 2.40250 -0.98715
O -0.91585 1.54237 -0.92648
C -2.72713 1.07246 1.66730
C -2.76777 1.81471 2.84940
C -2.65726 1.15282 4.05677
C -2.39872 -0.23058 4.12096
C -2.68037 -0.96577 2.96706
C -2.76846 -0.30369 1.75423
S -2.89022 -1.17378 0.22945
O -1.70136 -2.02923 0.15659
O -4.15835 -1.83059 0.17879
O -2.70570 -0.08528 -0.78288
H -2.45083 4.12367 0.12353
H -2.87914 2.88815 2.80805
H -2.68701 1.71983 4.97993
H -2.76652 -0.69675 5.03067
H -2.72986 -2.04665 2.99797
S 0.66566 1.76345 2.89130
C 0.36870 0.10813 3.28495
C -0.16146 -0.44977 4.45195
C 0.02832 -1.82837 4.58758
C 0.32744 -2.63021 3.48535
C 0.48097 -2.05726 2.23570
C 0.48724 -0.66813 2.13298
N 0.69857 0.06011 0.95814
C 0.83593 1.32802 1.22957
C 1.01428 2.38419 0.23419
C 2.01844 3.33672 0.35270
C 2.10162 4.37240 -0.56261
C 1.17354 4.45919 -1.59148
C 0.16472 3.51718 -1.71131
C 0.09590 2.48144 -0.79923
H 0.03318 0.11357 5.36216
H -0.15288 -2.28075 5.55488
H 0.41895 -3.70408 3.57892
H 0.63578 -2.66432 1.35886
H 2.73898 3.25156 1.15645
H 2.88417 5.11307 -0.46890
H 1.23080 5.27016 -2.30548
H -0.55976 3.55513 -2.51122
F 1.37063 0.64796 -6.74952
C 0.54941 0.00973 -5.91882
F 0.84376 -1.28545 -5.93766
F -0.70234 0.17653 -6.34076
S 0.69722 0.68929 -4.21198
O -0.01448 -0.28437 -3.40184
O 0.17107 2.01508 -4.28635
N 2.26887 0.64473 -4.06084
S 2.95270 0.32615 -2.68268
O 4.22729 0.95237 -2.55323
O 2.02432 0.47661 -1.57480
C 3.37445 -1.47909 -2.80578
F 4.51970 -1.61112 -3.47667
F 2.43546 -2.15947 -3.45030
F 3.54011 -1.98706 -1.58657
N 0.62830 -2.40434 -1.27508
C 0.59452 -3.53989 -1.03077
C 0.64222 -4.87369 -0.69166
C 1.12593 -5.19789 0.59802
N 1.49550 -5.43439 1.66639
C 0.20670 -5.88323 -1.58192
N -0.14229 -6.71853 -2.29604

Cartesian forces (eV/Å) of the 3 atoms listed first:
Ir 0.809 1.682 -0.286
O 0.010 -0.008 0.098
As -0.117 0.195 -0.297

The spin multiplicity is 2. As for the expectation value of S²: 0.752. The net charge is -1. The calculation puts the relative energy (zero: lowest compared OMol25 entry of this formula, charge and spin) at 2.732 eV. The lowest unoccupied orbital energy (alpha / beta) comes out at 0.0398 / 0.0392 Ha. As for the calculated total energy: -177383.2912 eV. The frontier orbital gap (alpha / beta) comes out at 6.91 / 6.82 eV. The HOMO energy (alpha / beta) comes out at -5.8 / -5.8 eV.

Löwdin atomic charges, in units of e: atom 1 (Ir): 1.26, atom 2 (O): -0.25, atom 3 (As): 1.06, atom 4 (O): -0.41, atom 5 (O): -0.31, atom 6 (C): -0.22, atom 7 (C): -0.08, atom 8 (C): -0.07, atom 9 (C): -0.13, atom 10 (C): -0.04, atom 11 (C): -0.27, atom 12 (S): 0.53, atom 13 (O): -0.36, atom 14 (O): -0.25, atom 15 (O): -0.44, atom 16 (H): 0.05, atom 17 (H): 0.11, atom 18 (H): 0.11, atom 19 (H): 0.13, atom 20 (H): 0.13, atom 21 (S): 1.17, atom 22 (C): -0.45, atom 23 (C): -0.16, atom 24 (C): -0.07, atom 25 (C): -0.05, atom 26 (C): 0.01, atom 27 (C): -0.28, atom 28 (N): 0.03, atom 29 (C): -0.49, atom 30 (C): -0.21, atom 31 (C): -0.03, atom 32 (C): -0.07, atom 33 (C): -0.05, atom 34 (C): -0.01, atom 35 (C): -0.33, atom 36 (H): 0.13, atom 37 (H): 0.11, atom 38 (H): 0.10, atom 39 (H): 0.08, atom 40 (H): 0.11, atom 41 (H): 0.10, atom 42 (H): 0.11, atom 43 (H): 0.12, atom 44 (F): 0.14, atom 45 (C): -0.69, atom 46 (F): 0.15, atom 47 (F): 0.14, atom 48 (S): 0.62, atom 49 (O): -0.37, atom 50 (O): -0.25, atom 51 (N): -0.28, atom 52 (S): 0.61, atom 53 (O): -0.26, atom 54 (O): -0.36, atom 55 (C): -0.68, atom 56 (F): 0.14, atom 57 (F): 0.13, atom 58 (F): 0.14, atom 59 (N): 0.00, atom 60 (C): -0.15, atom 61 (C): -0.26, atom 62 (C): -0.24, atom 63 (N): 0.13, atom 64 (C): -0.24, atom 65 (N): 0.12

Record 6
2 unconnected molecules or ions with the total composition C2HClO in a non-equilibrium geometry, computed with wB97M-V/def2-TZVPD.

Geometry (Å):
C -0.99406 0.09718 -0.41925
C 1.69234 0.66649 0.14702
O 2.27763 -0.31085 0.07354
Cl -2.59808 -0.03641 -0.07979
H -0.37783 -0.41642 0.27847

Cartesian forces (eV/Å) of the 3 atoms listed first:
C 0.049 1.053 -1.871
C 1.346 -1.450 -0.021
O -0.969 1.613 0.066

The net charge is 0. The calculation puts the relative energy (zero: lowest compared OMol25 entry of this formula, charge and spin) at 2.882 eV. The lowest unoccupied orbital energy (alpha / beta) comes out at -0.0341 / -0.0342 Ha. As for the calculated total energy: -16655.7918 eV. The frontier orbital gap (alpha / beta) comes out at 8.12 / 8.11 eV. The HOMO energy (alpha / beta) comes out at -9.0 / -9.0 eV.

Löwdin atomic charges, in units of e: atom 1 (C): -0.50, atom 2 (C): -0.01, atom 3 (O): 0.03, atom 4 (Cl): 0.60, atom 5 (H): -0.12